9
Properties=species:S:1:pos:R:3:forces:R:3:mulliken_charge:R:1 method="wB97M-V/def2-TZVPD" gap_ev=9.090 e_lumo_ev=-3.0 de_lowest_kj_mol=13.78 total_charge=0 spin_multiplicity=1 total_energy_ev=-23528.8310 molar_mass_g_mol=152.01 e_homo_ha=-0.4448
P 0.0698 -0.5492 1.0291 -3.28 2.13 -0.49 0.115
F 1.1083 0.0200 -1.4452 0.31 -0.17 1.06 -0.219
F 1.0043 1.7160 -0.1391 0.00 -0.46 0.54 -0.206
C -1.8292 0.9642 0.5536 5.70 -5.18 0.95 -0.019
C 1.2176 0.3923 -0.1397 -0.56 0.90 -1.95 0.729
N -0.9076 -2.7484 -0.5977 0.05 0.26 -0.02 -0.280
N -2.5644 1.8112 0.5351 -2.84 3.03 -0.19 -0.288
F 2.4509 0.1723 0.2930 0.41 -0.28 -0.02 -0.213
C -0.5497 -1.7784 -0.0890 0.21 -0.24 0.11 0.381